# 1
15
Properties=species:S:1:pos:R:3 method="wB97M-V/def2-TZVPD" smiles=CNCN.O total_energy_ha=-266.89053 e_above_lowest_ev=1.4619 lumo_ev=0.88 charge=0 homo_ev=-9.1 homo_lumo_gap_ha=0.3659
O 2.9862 1.5523 1.6221
N -0.2087 -0.3978 -0.0304
N -0.7620 1.3597 -1.4507
C -0.8086 -0.0848 -1.4339
C -1.0247 -1.3498 0.8816
H -1.8755 -0.4316 -1.3382
H -1.9591 -0.9456 1.3180
H 0.1224 1.6876 -0.9335
H 0.7602 -0.8023 -0.2590
H 3.5235 1.3606 2.4320
H -0.3755 -1.7429 1.7105
H -0.8743 1.7421 -2.3935
H -1.4219 -2.2581 0.3475
H 2.2429 0.9558 1.6694
H -0.3250 -0.6451 -2.1420

# 2
15
Properties=species:S:1:pos:R:3 method="wB97M-V/def2-TZVPD" smiles=CNCN.O total_energy_ha=-266.87577 e_above_lowest_ev=1.8634 lumo_ev=0.88 charge=0 homo_ev=-8.8 homo_lumo_gap_ha=0.3563
O 2.9333 -2.9265 -1.0169
N -0.8340 1.2511 0.3796
N -0.7458 -0.8902 1.5600
C -0.4324 2.2352 -0.6471
C -0.9108 -0.1154 0.1889
H 0.6503 1.8813 -0.8411
H -0.0194 -0.4867 2.2211
H -0.9418 2.2129 -1.5391
H 2.8000 -3.4324 -1.8111
H -0.2247 -0.5536 -0.4770
H -0.6050 3.3021 -0.3847
H -1.5222 -0.4496 2.0204
H -1.9707 -0.3691 -0.1745
H 2.0071 -3.0015 -0.6142
H -0.1841 1.3424 1.1358

# 3
15
Properties=species:S:1:pos:R:3 method="wB97M-V/def2-TZVPD" total_energy_ha=-266.61171 multiplicity=2 e_above_lowest_ev=0.3529 lumo_ev="-3.72 / -8.97" charge=+1 homo_ev="-14.3 / -14.3" homo_lumo_gap_ha="0.3902 / 0.1967"
O -2.3230 1.3055 -0.3850
N -0.9487 -1.1837 0.3470
N 2.0907 0.7855 -0.2655
C 0.3486 -0.6482 0.7052
C 0.7924 0.2733 -0.4412
H 0.1080 1.1119 -0.5657
H -2.0233 0.4467 -0.0525
H -1.3076 -1.7844 1.0776
H -0.9027 -1.7409 -0.4977
H -3.1722 1.4704 0.0340
H 0.7534 -0.2668 -1.4127
H 2.3922 1.5457 -0.8801
H 0.2120 -0.0305 1.5916
H 2.8655 0.1221 -0.1681
H 1.1149 -1.4065 0.9131

# 4
16
Properties=species:S:1:pos:R:3 method="wB97M-V/def2-TZVPD" smiles="[H]/N=C/NC.O.O" total_energy_ha=-342.17021 e_above_lowest_ev=0.6437 lumo_ev=0.75 charge=0 homo_ev=-8.9 homo_lumo_gap_ha=0.3564
O 0.2679 -0.4038 -2.2223
O 1.8568 -2.3111 -0.7029
N -0.5789 1.3343 1.0767
N -2.0802 0.4912 -0.4890
C -1.2239 0.3378 0.4473
C 0.5830 1.0647 1.9346
H -0.6950 2.2453 0.6636
H 1.2007 -3.0101 -0.7570
H 0.2565 1.0008 2.9632
H 1.3282 1.8482 1.7874
H -0.6874 -0.3256 -2.3570
H -2.5745 -0.3825 -0.6058
H -0.7649 -0.6390 0.6188
H 1.0681 0.1541 1.5850
H 1.4013 -1.5068 -0.9900
H 0.6424 0.1024 -2.9525